a) DFT (wB97M-V/def2-TZVPD) results for an isolated ion of composition C7H12N and charge +1.

Calculated values
LUMO level (alpha / beta): -0.11096 / -0.19576 Ha
spin multiplicity: 3
Kohn-Sham gap (alpha / beta): 8.27 / 9.44 eV
total charge: +1

Positions of all 20 atoms, in Å:
C (-0.743, 1.387, -0.309)
C (0.887, 0.727, 0.172)
C (-1.607, 0.353, 0.052)
C (-2.930, 0.294, -0.203)
C (-0.869, -0.734, 0.820)
C (2.222, 1.301, 0.120)
C (0.847, -1.517, -0.734)
N (0.576, -0.657, 0.448)
H (-0.828, 2.363, -0.718)
H (-3.531, -0.546, 0.094)
H (-3.422, 1.097, -0.719)
H (-0.973, -0.530, 1.890)
H (-1.260, -1.730, 0.612)
H (2.170, 2.342, -0.184)
H (2.874, 0.768, -0.578)
H (2.694, 1.254, 1.106)
H (0.144, -1.251, -1.524)
H (1.862, -1.356, -1.096)
H (0.726, -2.567, -0.470)
H (1.161, -0.996, 1.222)

---

b) DFT (wB97M-V/def2-TZVPD) results for an isolated ion of composition C7H12N and charge +1.

Calculated values
LUMO level (alpha / beta): -0.13681 / -0.21208 Ha
spin multiplicity: 3
Kohn-Sham gap (alpha / beta): 7.18 / 7.38 eV
total charge: +1

Positions of all 20 atoms, in Å:
C (-2.299, -0.084, 0.037)
C (-3.761, -0.489, 0.343)
C (2.431, -0.466, 0.092)
C (1.209, -0.729, 1.085)
C (1.465, -0.334, -1.073)
C (0.232, -0.637, -0.151)
C (-0.772, 0.394, 0.016)
N (-0.450, 1.737, -0.330)
H (-3.896, -0.411, 1.459)
H (-4.237, -0.983, -0.516)
H (2.963, 0.416, 0.453)
H (3.065, -1.243, 0.074)
H (1.198, -1.594, 1.638)
H (1.120, 0.163, 1.777)
H (1.497, 0.662, -1.482)
H (1.441, -1.126, -1.776)
H (-0.244, -1.554, -0.430)
H (-1.123, 2.346, -0.927)
H (0.528, 1.678, -0.840)
H (-0.367, 2.256, 0.550)

---

Bottom line: a), by a margin of 0.1607 hartree.

---

a) DFT (wB97M-V/def2-TZVPD) results for one molecule with the formula C25H30N2O4.

Calculated values
LUMO level: 0.01969 Ha
Kohn-Sham gap: 9.12 eV
SMILES: COC(=O)c1ccc(CN2CCC(Oc3cccc(C(=O)N4CCCC4)c3)CC2)cc1
total charge: 0

Positions of all 61 atoms, in Å:
C (-5.121, -3.434, -2.312)
O (-4.351, -2.279, -2.602)
C (-3.038, -2.490, -2.806)
O (-2.534, -3.585, -2.744)
C (-2.302, -1.242, -3.112)
C (-0.939, -1.324, -3.385)
C (-0.219, -0.184, -3.682)
C (-0.841, 1.061, -3.706)
C (-0.045, 2.321, -3.948)
N (0.598, 2.864, -2.759)
C (1.702, 2.065, -2.263)
C (2.497, 2.877, -1.243)
C (1.591, 3.267, -0.072)
O (1.124, 2.121, 0.623)
C (1.993, 1.378, 1.362)
C (3.249, 1.793, 1.796)
C (4.029, 0.944, 2.563)
C (3.582, -0.317, 2.903)
C (2.321, -0.734, 2.490)
C (1.889, -2.130, 2.812)
O (2.602, -3.090, 2.575)
N (0.668, -2.274, 3.367)
C (-0.177, -1.240, 3.925)
C (-0.873, -1.942, 5.090)
C (-1.073, -3.354, 4.541)
C (0.211, -3.602, 3.753)
C (1.537, 0.108, 1.720)
C (0.363, 3.999, -0.615)
C (-0.332, 3.164, -1.687)
C (-2.204, 1.134, -3.434)
C (-2.934, -0.001, -3.144)
H (-5.050, -4.153, -3.131)
H (-4.762, -3.911, -1.398)
H (-6.146, -3.094, -2.190)
H (-0.464, -2.293, -3.361)
H (0.835, -0.260, -3.908)
H (-0.705, 3.102, -4.339)
H (0.740, 2.134, -4.685)
H (2.351, 1.807, -3.103)
H (1.358, 1.132, -1.786)
H (2.874, 3.786, -1.712)
H (3.342, 2.284, -0.887)
H (2.124, 3.934, 0.621)
H (3.631, 2.770, 1.542)
H (5.004, 1.277, 2.889)
H (4.199, -0.988, 3.480)
H (0.412, -0.374, 4.232)
H (-0.920, -0.913, 3.186)
H (-1.805, -1.458, 5.371)
H (-0.212, -1.966, 5.958)
H (-1.223, -4.093, 5.324)
H (-1.935, -3.373, 3.874)
H (0.057, -4.218, 2.864)
H (0.983, -4.084, 4.362)
H (0.570, -0.206, 1.358)
H (0.689, 4.946, -1.045)
H (-0.333, 4.199, 0.199)
H (-1.166, 3.734, -2.103)
H (-0.732, 2.249, -1.220)
H (-2.700, 2.094, -3.460)
H (-3.991, 0.064, -2.940)

---

b) DFT (wB97M-V/def2-TZVPD) results for one molecule with the formula C25H30N2O4.

Calculated values
LUMO level: 0.01839 Ha
Kohn-Sham gap: 9.37 eV
SMILES: COCCC(=O)N1CCC(Oc2ccc(C(=O)NC3Cc4ccccc4C3)cc2)CC1
total charge: 0

Positions of all 61 atoms, in Å:
C (-9.057, -0.235, -1.556)
O (-8.900, -1.615, -1.324)
C (-8.241, -1.929, -0.122)
C (-6.738, -1.606, -0.152)
C (-6.445, -0.212, 0.392)
O (-7.271, 0.421, 1.022)
N (-5.218, 0.299, 0.124)
C (-4.074, -0.409, -0.397)
C (-3.060, -0.668, 0.722)
C (-2.631, 0.663, 1.357)
O (-1.953, 1.484, 0.420)
C (-0.665, 1.228, 0.078)
C (0.148, 0.244, 0.636)
C (1.457, 0.102, 0.210)
C (1.982, 0.922, -0.780)
C (3.370, 0.789, -1.306)
O (3.659, 1.069, -2.454)
N (4.283, 0.342, -0.409)
C (5.672, 0.147, -0.731)
C (6.149, -1.298, -0.468)
C (7.578, -1.127, -0.049)
C (8.566, -2.086, 0.054)
C (9.830, -1.700, 0.476)
C (10.095, -0.378, 0.792)
C (9.101, 0.585, 0.692)
C (7.844, 0.202, 0.269)
C (6.619, 1.047, 0.091)
C (1.157, 1.891, -1.351)
C (-0.140, 2.050, -0.924)
C (-3.868, 1.441, 1.816)
C (-4.860, 1.596, 0.664)
H (-9.710, -0.143, -2.422)
H (-8.101, 0.255, -1.770)
H (-9.513, 0.260, -0.692)
H (-8.703, -1.397, 0.721)
H (-8.387, -3.004, 0.003)
H (-6.393, -1.698, -1.183)
H (-6.201, -2.330, 0.464)
H (-4.367, -1.351, -0.855)
H (-3.602, 0.219, -1.162)
H (-2.194, -1.187, 0.307)
H (-3.509, -1.296, 1.493)
H (-1.983, 0.476, 2.226)
H (-0.223, -0.420, 1.401)
H (2.053, -0.690, 0.643)
H (4.008, 0.198, 0.550)
H (5.767, 0.382, -1.795)
H (5.570, -1.744, 0.348)
H (6.037, -1.935, -1.344)
H (8.361, -3.117, -0.194)
H (10.615, -2.438, 0.557)
H (11.085, -0.093, 1.116)
H (9.310, 1.616, 0.936)
H (6.174, 1.273, 1.066)
H (6.824, 1.993, -0.408)
H (1.560, 2.512, -2.136)
H (-0.781, 2.805, -1.352)
H (-3.564, 2.425, 2.171)
H (-4.341, 0.901, 2.637)
H (-5.775, 2.078, 1.012)
H (-4.407, 2.195, -0.131)

---

Bottom line: b), by a margin of 0.0029 hartree.

---

a) DFT (wB97M-V/def2-TZVPD) results for one molecule with the formula C6H10N2.

Calculated values
LUMO level: 0.03673 Ha
Kohn-Sham gap: 9.25 eV
SMILES: [H]/N=C/N(C)C(=C)C=C
total charge: 0

Positions of all 18 atoms, in Å:
H (3.598, -0.913, -1.307)
N (2.693, -0.464, -1.418)
C (1.946, -0.498, -0.402)
N (0.492, -0.110, -0.515)
C (0.063, 0.370, -1.814)
C (-0.120, 0.269, 0.636)
C (0.345, 0.416, 1.873)
C (-1.718, 0.292, 0.407)
C (-2.564, -0.429, 1.122)
H (2.207, -0.914, 0.577)
H (-0.788, -0.215, -2.166)
H (0.910, 0.230, -2.484)
H (-0.200, 1.429, -1.794)
H (-0.342, 0.560, 2.687)
H (1.396, 0.479, 2.094)
H (-2.062, 0.990, -0.345)
H (-2.223, -1.155, 1.844)
H (-3.634, -0.336, 1.005)

---

b) DFT (wB97M-V/def2-TZVPD) results for one molecule with the formula C6H10N2.

Calculated values
LUMO level (alpha / beta): 0.01979 / 0.01838 Ha
Kohn-Sham gap (alpha / beta): 8.10 / 6.89 eV
total charge: 0

Positions of all 18 atoms, in Å:
C (-2.266, 0.299, -0.797)
C (-1.961, 1.463, -1.113)
C (1.132, 1.053, 1.820)
C (-1.840, -0.965, -0.197)
C (-0.322, -1.312, -0.248)
C (2.098, -0.689, -0.287)
N (0.370, 0.186, 1.220)
N (0.708, -0.615, 0.244)
H (-1.135, 2.135, -0.678)
H (-2.533, 1.993, -1.850)
H (0.745, 1.524, 2.686)
H (2.219, 1.408, 1.605)
H (-2.053, -0.933, 0.897)
H (-2.434, -1.732, -0.707)
H (-0.053, -1.690, -1.239)
H (2.874, -0.600, 0.502)
H (2.316, -1.676, -0.935)
H (2.135, 0.150, -0.925)

---

Bottom line: a), by a margin of 0.1771 hartree.

---

a) DFT (wB97M-V/def2-TZVPD) results for a 2-piece molecular cluster, C6H10N2 overall.

Calculated values
LUMO level: 0.03589 Ha
Kohn-Sham gap: 9.24 eV
SMILES: N=C=CN1CC1.C=C
total charge: 0

Positions of all 18 atoms, in Å:
N (0.326, 2.528, -1.006)
C (0.447, 1.471, -0.460)
C (0.605, 0.198, -0.041)
N (1.630, -0.357, 0.690)
C (2.737, 0.440, 1.183)
C (2.884, -0.513, -0.017)
H (-0.156, 3.212, -0.460)
H (-0.235, -0.489, -0.151)
H (3.228, 0.215, 2.184)
H (2.828, 1.547, 0.947)
H (3.037, 0.079, -0.861)
H (3.447, -1.415, 0.123)
C (-3.335, -1.720, -0.149)
C (-3.579, -0.591, -0.685)
H (-2.587, -2.528, -0.401)
H (-3.848, -1.970, 0.715)
H (-4.365, -0.013, -0.191)
H (-3.064, -0.093, -1.418)

---

b) DFT (wB97M-V/def2-TZVPD) results for one molecule with the formula C6H10N2.

Calculated values
LUMO level: 0.02323 Ha
Kohn-Sham gap: 9.76 eV
SMILES: [H]/N=N/C1=C[C@H](C)[C@H]1C
total charge: 0

Positions of all 18 atoms, in Å:
H (-0.960, -4.202, 1.163)
N (-0.859, -3.252, 0.846)
N (-0.340, -2.545, 1.742)
C (-0.125, -1.039, 1.055)
C (0.518, 0.031, 1.502)
C (0.194, 0.860, 0.227)
C (-0.662, 2.020, 0.578)
C (-0.465, -0.462, -0.294)
C (0.233, -1.211, -1.475)
H (1.007, 0.206, 2.484)
H (0.930, 1.305, -0.360)
H (-0.043, 2.817, 1.007)
H (-1.590, 1.709, 1.137)
H (-1.013, 2.448, -0.405)
H (-1.503, -0.251, -0.425)
H (-0.466, -1.595, -2.256)
H (0.773, -2.065, -1.122)
H (0.958, -0.553, -1.902)

---

Bottom line: b), by a margin of 0.0310 hartree.